1.
ORCA calculation (ωB97M-V with the def2-TZVPD basis set) on Cs2F10N5O20S10 as an isolated structure in a non-equilibrium geometry.

```
47
Properties=species:S:1:pos:R:3
Cs 2.09 -5.14 1.55
Cs -2.23 3.85 -3.09
N 8.39 -3.79 -3.54
S 7.71 -4.18 -1.94
O 6.27 -4.32 -1.87
O 8.42 -3.84 -0.70
F 8.20 -5.72 -1.99
S 8.02 -2.31 -3.40
O 8.72 -1.61 -2.35
O 6.63 -1.96 -3.59
F 8.74 -1.84 -4.81
N 3.33 6.36 3.77
S 2.22 7.40 4.58
O 1.04 6.73 5.14
O 2.11 8.84 4.23
F 3.10 7.40 5.92
S 2.43 6.21 2.59
O 2.28 7.39 1.77
O 1.36 5.20 2.59
F 3.68 5.36 1.95
N 0.77 -1.13 0.15
S -0.59 -0.39 0.77
O -1.40 0.47 -0.08
O -0.59 -0.11 2.22
F -1.56 -1.64 0.75
S 1.60 0.09 0.41
O 2.27 0.27 1.71
O 1.36 1.24 -0.54
F 2.95 -0.46 -0.33
N -8.33 3.35 1.26
S -6.92 2.38 0.99
O -7.08 1.58 -0.19
O -6.05 1.87 2.10
F -6.04 3.63 0.50
S -8.74 2.61 2.46
O -8.32 3.10 3.78
O -9.18 1.21 2.24
F -10.27 3.29 2.37
N -3.33 -5.62 -2.15
S -2.40 -6.64 -2.67
O -0.99 -6.25 -2.61
O -2.87 -7.74 -3.50
F -2.46 -7.48 -1.28
S -3.49 -4.79 -3.58
O -4.73 -5.14 -4.32
O -2.31 -4.41 -4.27
F -3.83 -3.33 -3.00
```

## Properties
- Electronic energy: -185016.0053 eV
- Orbital gap: 6.585 eV
- Max |F|: 0.240 Eh/bohr
- HOMO: -0.1518 Eh
- Charge: -3
- Relative energy (zero: lowest compared OMol25 entry of this formula, charge and spin): 91.7 kcal/mol

=====

2.
ORCA calculation (ωB97M-V with the def2-TZVPD basis set) on an isolated ion of composition C4H8NO4S2 and charge -1 in a non-equilibrium geometry.

```
19
Properties=species:S:1:pos:R:3
C 2.76 -0.24 -0.50
C 2.67 -1.06 0.75
C 1.59 -1.14 -0.27
C -2.65 1.85 -0.19
N -2.42 0.84 0.79
O -0.89 -1.46 0.23
O -3.53 -0.98 -0.56
O -0.20 0.54 -1.05
O 0.27 0.40 1.36
S -2.77 -0.63 0.65
S 0.03 -0.28 0.11
H 2.53 0.81 -0.43
H 3.50 -0.50 -1.25
H 3.35 -1.90 0.87
H 2.41 -0.55 1.66
H 1.44 -2.04 -0.85
H -1.69 2.24 -0.53
H -3.19 1.45 -1.05
H -3.23 2.66 0.26
```

## Properties
- Electronic energy: -35627.9943 eV
- Orbital gap: 8.501 eV
- Max |F|: 0.053 Eh/bohr
- HOMO: -0.1820 Eh
- Charge: -1
- Relative energy (zero: lowest compared OMol25 entry of this formula, charge and spin): 21.7 kcal/mol

=====

3.
ORCA calculation (ωB97M-V with the def2-TZVPD basis set) on a 2-piece molecular cluster, C2H6BrNS overall in a non-equilibrium geometry.

```
11
Properties=species:S:1:pos:R:3
C -0.70 0.33 -0.90
C 1.05 -1.00 0.39
N -0.28 -0.34 0.36
S -1.37 -0.18 1.54
Br -0.42 3.30 1.34
H -0.41 1.36 -1.07
H -0.18 -0.28 -1.58
H -1.83 0.27 -0.99
H 1.99 -0.33 0.46
H 1.10 -1.78 1.15
H 1.05 -1.37 -0.70
```

## Properties
- Electronic energy: -84536.0708 eV
- Orbital gap (spin up / spin down): 5.074 / 5.078 eV
- Max |F|: 0.046 Eh/bohr
- HOMO (spin up / spin down): -0.3030 / -0.3031 Eh
- Charge: 0
- Relative energy (zero: lowest compared OMol25 entry of this formula, charge and spin): 47.0 kcal/mol

=====

4.
ORCA calculation (ωB97M-V with the def2-TZVPD basis set) on a 2-piece molecular cluster, C3H2Cl3N overall in a non-equilibrium geometry.

```
9
Properties=species:S:1:pos:R:3
C -1.11 1.19 0.27
C -1.55 0.00 -0.17
C 1.36 -0.56 -0.04
N -0.72 2.23 0.66
Cl 1.90 -1.59 -1.43
Cl 1.65 -1.29 1.46
Cl 1.71 1.07 -0.21
H -1.60 -0.28 -1.15
H -1.63 -0.78 0.61
```

## Properties
- Electronic energy: -42196.4664 eV
- Orbital gap (spin up / spin down): 9.126 / 9.124 eV
- Max |F|: 0.073 Eh/bohr
- HOMO (spin up / spin down): -0.3156 / -0.4139 Eh
- 2S+1: 3
- Charge: 0
- Relative energy (zero: lowest compared OMol25 entry of this formula, charge and spin): 8.8 kcal/mol
- ⟨S²⟩: 2.026

=====

5.
ORCA calculation (ωB97M-V with the def2-TZVPD basis set) on C21H27CsN6O2S3 as an isolated structure.

```
60
Properties=species:S:1:pos:R:3
Cs -0.84 2.36 -0.58
C 2.24 -2.28 7.06
C 1.65 -1.67 5.82
C 1.39 -0.30 5.74
C 0.85 0.26 4.59
C 0.57 -0.55 3.50
C 0.82 -1.91 3.56
C 1.36 -2.46 4.71
S -0.09 0.16 2.01
O -0.29 1.57 2.31
O -1.29 -0.62 1.72
N 0.86 -0.06 0.79
C 2.01 0.68 0.60
C 2.88 1.08 1.63
C 4.03 1.77 1.32
C 4.31 2.07 -0.02
C 3.39 1.65 -0.96
N 2.27 0.99 -0.68
H 2.35 -1.54 7.85
H 3.23 -2.70 6.85
H 1.61 -3.09 7.43
H 1.60 0.33 6.59
H 0.64 1.32 4.53
H 0.58 -2.54 2.71
H 1.55 -3.53 4.75
H 2.66 0.83 2.66
H 4.71 2.08 2.10
H 5.20 2.60 -0.31
H 3.56 1.86 -2.01
C 0.29 -3.13 -0.07
C -0.41 -2.56 -1.26
C -0.16 -2.93 -2.55
C -0.87 -2.27 -3.57
N -1.79 -1.36 -3.32
C -2.07 -1.03 -2.04
S -3.28 0.07 -1.66
N -1.34 -1.61 -1.04
C -0.58 -2.57 -5.01
H 0.98 -3.92 -0.38
H -0.43 -3.53 0.64
H 0.84 -2.32 0.42
H 0.58 -3.69 -2.77
H -1.49 -1.28 -0.08
H -0.10 -3.54 -5.14
H 0.09 -1.80 -5.40
H -1.50 -2.52 -5.58
C -0.99 2.47 -4.64
N -2.31 2.27 -4.10
C -2.97 3.21 -3.38
S -2.29 4.70 -3.00
N -4.21 2.87 -3.00
C -5.03 3.68 -2.12
H -0.75 1.62 -5.28
H -0.22 2.55 -3.87
H -0.96 3.39 -5.23
H -2.64 1.31 -4.02
H -4.48 1.90 -3.12
H -5.16 4.67 -2.54
H -4.58 3.79 -1.13
H -6.00 3.19 -2.02
```

## Properties
- Electronic energy: -68307.1443 eV
- Orbital gap: 8.245 eV
- Max |F|: 0.003 Eh/bohr
- HOMO: -0.2970 Eh
- Charge: 0
- Relative energy (zero: lowest compared OMol25 entry of this formula, charge and spin): 4.0 kcal/mol

=====

6.
ORCA calculation (ωB97M-V with the def2-TZVPD basis set) on one molecule with the formula CH3I2O2P in a non-equilibrium geometry.

```
9
Properties=species:S:1:pos:R:3
C 1.33 -0.01 -0.26
O -0.70 0.16 2.07
O -1.01 1.00 -0.47
P -0.36 -0.11 0.47
I -2.90 1.34 -0.38
I -1.22 -2.26 -0.26
H 1.71 0.89 0.05
H 1.86 -0.78 0.05
H 1.29 -0.23 -1.27
```

## Properties
- Electronic energy: -30670.6557 eV
- Orbital gap: 8.911 eV
- Max |F|: 0.140 Eh/bohr
- HOMO: -0.3636 Eh
- Charge: 0
- Relative energy (zero: lowest compared OMol25 entry of this formula, charge and spin): 42.4 kcal/mol

=====

7.
ORCA calculation (ωB97M-V with the def2-TZVPD basis set) on a 8-piece molecular cluster, C34H45BBrClFO25P overall in a non-equilibrium geometry.

```
109
Properties=species:S:1:pos:R:3
C 4.65 6.89 -0.25
C 3.08 7.13 -0.59
C 2.26 6.25 0.45
F 1.63 7.09 1.44
C 1.12 5.34 -0.18
C 1.41 4.23 -1.02
B 2.92 3.76 -1.42
C 3.58 4.33 -2.81
O 3.70 2.90 -0.58
C 0.17 3.36 -1.57
O 0.10 2.91 -2.73
C -1.01 3.14 -0.50
C -1.70 1.71 -0.47
Br -3.54 1.70 -1.31
C -1.68 0.98 0.97
C -0.88 -0.43 0.94
C -1.32 4.26 0.31
P -2.68 4.18 1.61
O -2.51 5.65 2.50
Cl -4.61 4.32 0.77
C -0.45 5.60 0.11
O -0.93 6.74 0.16
H 4.79 7.30 0.81
H 5.34 7.41 -1.00
H 4.89 5.77 -0.16
H 2.81 8.23 -0.47
H 2.87 6.79 -1.67
H 2.98 5.57 1.01
H 4.57 4.87 -2.63
H 3.82 3.41 -3.43
H 2.85 4.98 -3.40
H 3.30 2.88 0.32
H -1.08 1.04 -1.16
H -2.78 0.77 1.23
H -1.27 1.64 1.80
H -1.46 -1.20 0.33
H 0.19 -0.31 0.58
H -0.87 -0.80 2.03
H -3.02 6.32 1.97
O -0.03 -3.48 1.01
C -0.19 -3.95 -0.08
O 0.65 -4.87 -0.65
C 0.01 -5.34 -1.82
C -0.93 -4.23 -2.17
O -1.22 -3.64 -0.91
H 0.74 -5.54 -2.61
H -0.52 -6.27 -1.59
H -0.46 -3.48 -2.81
H -1.84 -4.59 -2.66
O -0.09 -9.59 2.63
C 0.18 -8.43 2.82
O 1.05 -7.99 3.77
C 1.26 -6.60 3.52
C 0.03 -6.20 2.77
O -0.35 -7.40 2.11
H 1.38 -6.06 4.46
H 2.17 -6.49 2.93
H -0.78 -5.89 3.44
H 0.23 -5.40 2.05
O -1.86 4.94 -8.81
C -1.75 4.48 -7.71
O -0.56 4.29 -7.08
C -0.86 3.95 -5.73
C -2.24 3.39 -5.82
O -2.79 4.08 -6.94
H -0.14 3.22 -5.34
H -0.81 4.85 -5.11
H -2.25 2.32 -6.02
H -2.83 3.59 -4.92
O -1.47 -4.42 6.88
C -1.53 -3.65 5.96
O -1.27 -3.98 4.66
C -1.67 -2.88 3.86
C -1.60 -1.73 4.82
O -1.87 -2.34 6.07
H -0.99 -2.75 3.01
H -2.68 -3.06 3.49
H -0.61 -1.27 4.85
H -2.34 -0.96 4.59
O -3.90 0.83 3.92
C -4.35 1.01 5.01
O -3.69 0.73 6.17
C -4.45 1.28 7.23
C -5.83 1.35 6.66
O -5.59 1.51 5.26
H -4.40 0.64 8.12
H -4.05 2.27 7.48
H -6.40 0.43 6.81
H -6.40 2.19 7.05
O 2.86 -4.71 1.34
C 4.00 -5.07 1.27
O 4.90 -4.62 0.35
C 6.17 -5.11 0.74
C 5.83 -6.32 1.55
O 4.56 -6.00 2.09
H 6.77 -5.35 -0.14
H 6.69 -4.34 1.32
H 5.74 -7.23 0.94
H 6.56 -6.51 2.35
O -0.42 -2.75 -4.79
C -0.48 -1.98 -5.71
O -0.22 -2.32 -7.00
C -0.61 -1.21 -7.81
C -0.54 -0.06 -6.85
O -0.81 -0.67 -5.59
H 0.06 -1.09 -8.66
H -1.62 -1.39 -8.18
H 0.45 0.40 -6.82
H -1.28 0.71 -7.07
```

## Properties
- Electronic energy: -182421.8697 eV
- Orbital gap: 7.418 eV
- Max |F|: 0.075 Eh/bohr
- HOMO: -0.3369 Eh
- SMILES string: CC[C@@H](F)C1=C(B(C)O)C(=O)C([C@H](Br)CC)=C(P(O)Cl)C1=O.O=C1OCCO1.O=C1OCCO1.O=C1OCCO1.O=C1OCCO1.O=C1OCCO1.O=C1OCCO1.O=C1OCCO1
- Charge: 0
- Relative energy (zero: lowest compared OMol25 entry of this formula, charge and spin): 91.5 kcal/mol

=====

8.
ORCA calculation (ωB97M-V with the def2-TZVPD basis set) on an isolated ion of composition C6H3F3NOS and charge -1 in a non-equilibrium geometry.

```
15
Properties=species:S:1:pos:R:3
C 1.40 0.50 -0.04
C 0.13 1.16 -0.11
C 1.89 -0.75 0.07
C -1.09 0.63 0.09
C 0.20 -2.50 -0.12
C -2.27 1.48 0.04
N 1.36 -2.04 0.14
O 2.20 -3.02 0.39
F -2.84 1.65 1.26
F -2.15 2.81 -0.43
F -3.25 0.98 -0.75
S -1.02 -3.46 -0.28
H 2.22 1.22 -0.08
H 0.25 2.23 -0.33
H 2.97 -0.87 0.15
```

## Properties
- Electronic energy: -28791.5304 eV
- Orbital gap: 6.474 eV
- Max |F|: 0.030 Eh/bohr
- HOMO: -0.1425 Eh
- Charge: -1
- Relative energy (zero: lowest compared OMol25 entry of this formula, charge and spin): 24.5 kcal/mol

=====

9.
ORCA calculation (ωB97M-V with the def2-TZVPD basis set) on C44H73N4O2RuSi as an isolated structure in a non-equilibrium geometry.

```
125
Properties=species:S:1:pos:R:3
Ru -0.04 -0.36 -0.06
C 2.94 -0.66 -0.92
N 1.79 -0.03 -1.60
C 1.57 -0.68 -2.90
C 2.00 1.42 -1.77
C 0.83 2.22 -1.30
N 0.43 1.97 0.08
C -0.85 2.68 0.30
C -1.52 2.53 1.62
C -1.93 3.67 2.30
C -2.76 3.60 3.41
C -3.20 2.33 3.78
C -2.81 1.16 3.13
C -1.90 1.26 2.05
O -1.42 0.17 1.47
C -3.27 -0.21 3.66
C -3.73 -1.16 2.55
C -2.09 -0.81 4.45
C -4.46 -0.08 4.62
C -3.25 4.87 4.11
C -4.16 5.64 3.14
C -4.04 4.57 5.39
C -2.06 5.76 4.50
C 1.48 2.51 0.98
C 1.49 2.05 2.41
C 1.45 2.98 3.43
C 1.74 2.63 4.74
C 2.07 1.29 4.95
C 2.13 0.31 3.96
C 1.77 0.69 2.63
O 1.72 -0.14 1.61
C 2.79 -1.02 4.39
C 2.13 -1.57 5.67
C 2.76 -2.16 3.35
C 4.27 -0.72 4.67
C 1.82 3.63 5.89
C 0.72 3.30 6.92
C 1.65 5.07 5.41
C 3.20 3.54 6.57
H 3.87 -0.51 -1.48
H 2.76 -1.73 -0.83
H 3.02 -0.25 0.09
H 2.49 -0.69 -3.50
H 0.79 -0.16 -3.44
H 1.26 -1.71 -2.74
H 2.14 1.67 -2.83
H 2.92 1.70 -1.26
H -0.02 2.00 -1.95
H 1.06 3.29 -1.44
H -1.53 2.30 -0.46
H -0.69 3.75 0.12
H -1.61 4.64 1.93
H -3.87 2.24 4.62
H -3.03 -1.22 1.73
H -4.69 -0.83 2.15
H -3.87 -2.17 2.97
H -1.17 -0.78 3.85
H -2.30 -1.84 4.74
H -1.91 -0.23 5.35
H -5.29 0.46 4.15
H -4.20 0.42 5.55
H -4.82 -1.08 4.88
H -5.00 5.01 2.82
H -3.61 5.94 2.25
H -4.57 6.54 3.62
H -4.97 4.04 5.17
H -4.30 5.51 5.89
H -3.45 3.97 6.09
H -1.47 6.04 3.63
H -1.41 5.22 5.20
H -2.41 6.67 4.99
H 1.42 3.60 0.96
H 2.45 2.22 0.56
H 1.22 4.01 3.17
H 2.34 1.00 5.96
H 1.05 -1.63 5.54
H 2.34 -0.95 6.54
H 2.51 -2.58 5.87
H 1.77 -2.63 3.33
H 3.47 -2.93 3.66
H 3.01 -1.81 2.35
H 4.38 0.09 5.39
H 4.78 -0.42 3.75
H 4.78 -1.61 5.07
H -0.26 3.29 6.43
H 0.71 4.03 7.73
H 0.89 2.31 7.35
H 0.69 5.22 4.91
H 2.45 5.34 4.71
H 1.70 5.75 6.26
H 3.36 2.58 7.05
H 3.29 4.32 7.33
H 3.99 3.69 5.83
N -0.06 -2.11 -0.80
C -0.80 -3.19 -0.12
C -0.15 -3.32 1.23
N -0.14 -1.95 1.66
H -0.50 -1.89 -1.68
H 0.90 -2.40 -0.98
H -0.82 -4.14 -0.66
H -1.82 -2.84 0.00
H 0.87 -3.68 1.15
H -0.69 -4.02 1.87
H 0.68 -1.63 2.18
H -0.98 -1.63 2.13
C -2.72 -1.73 -2.31
Si -1.99 -0.11 -1.61
C -3.52 0.68 -0.83
C -1.79 0.93 -3.20
C -1.44 0.31 -4.41
C -1.19 1.04 -5.57
C -1.26 2.43 -5.54
C -1.63 3.07 -4.36
C -1.90 2.32 -3.22
H -3.57 -1.47 -2.96
H -3.10 -2.36 -1.50
H -2.03 -2.33 -2.91
H -4.39 0.45 -1.45
H -3.44 1.77 -0.74
H -3.70 0.30 0.18
H -1.37 -0.77 -4.46
H -0.94 0.53 -6.49
H -1.05 3.01 -6.43
H -1.71 4.15 -4.33
H -2.21 2.85 -2.33
```

## Properties
- Electronic energy: -67328.0419 eV
- Orbital gap (spin up / spin down): 6.656 / 6.675 eV
- Max |F|: 0.118 Eh/bohr
- HOMO (spin up / spin down): -0.2398 / -0.2401 Eh
- 2S+1: 2
- Charge: 0
- Relative energy (zero: lowest compared OMol25 entry of this formula, charge and spin): 0.0 kcal/mol
- ⟨S²⟩: 0.758

=====

10.
ORCA calculation (ωB97M-V with the def2-TZVPD basis set) on a 2-piece molecular cluster, C3H3NS2 overall in a non-equilibrium geometry.

```
9
Properties=species:S:1:pos:R:3
C 1.49 -1.01 1.07
C -0.25 0.55 0.32
C -0.55 -0.08 -0.97
N 2.29 -1.84 1.05
S 0.12 2.17 0.82
S -1.36 0.89 1.67
H -0.82 -1.20 -1.02
H 0.31 -0.05 -1.50
H -1.22 0.57 -1.43
```

## Properties
- Electronic energy: -26315.5579 eV
- Orbital gap: 8.231 eV
- Max |F|: 0.069 Eh/bohr
- HOMO: -0.3654 Eh
- Charge: 0
- Relative energy (zero: lowest compared OMol25 entry of this formula, charge and spin): 86.0 kcal/mol

=====

11.
ORCA calculation (ωB97M-V with the def2-TZVPD basis set) on one molecule with the formula C3H9N5O in a non-equilibrium geometry.

```
18
Properties=species:S:1:pos:R:3
N -1.55 1.77 -1.69
N -0.77 0.60 -2.17
C -0.27 -0.13 -1.05
N 0.94 -0.52 -1.13
O 1.46 -1.55 -0.28
C 1.71 -1.16 1.00
C 0.59 -0.46 1.78
N -0.69 -0.81 1.16
N -1.25 -0.16 0.02
H -2.27 1.87 -2.44
H -1.16 2.67 -1.51
H -0.02 0.66 -2.87
H 2.56 -0.34 1.07
H 2.06 -2.08 1.63
H 0.70 0.68 1.86
H 0.84 -0.97 2.75
H -1.40 -0.96 1.88
H -1.48 0.89 -0.01
```

## Properties
- Electronic energy: -12749.3465 eV
- Orbital gap: 9.302 eV
- Max |F|: 0.075 Eh/bohr
- HOMO: -0.3114 Eh
- SMILES string: NNC1=NOCCNN1
- Charge: 0
- Relative energy (zero: lowest compared OMol25 entry of this formula, charge and spin): 123.2 kcal/mol

=====

12.
ORCA calculation (ωB97M-V with the def2-TZVPD basis set) on one molecule with the formula C4H7NO in a non-equilibrium geometry.

```
13
Properties=species:S:1:pos:R:3
O 2.81 -0.01 0.00
C 1.65 -0.23 0.27
C 0.51 -0.19 -0.69
C -0.39 1.01 -0.25
C -1.30 -0.05 0.42
N -0.64 -1.07 -0.39
H 1.38 -0.48 1.35
H 0.80 -0.23 -1.73
H -0.81 1.48 -1.15
H -0.05 1.80 0.38
H -1.12 -0.04 1.50
H -2.37 0.03 0.29
H -0.47 -2.00 0.01
```

## Properties
- Electronic energy: -7797.4504 eV
- Orbital gap: 10.137 eV
- Max |F|: 0.031 Eh/bohr
- HOMO: -0.3380 Eh
- SMILES string: O=C[C@@H]1CCN1
- Charge: 0
- Relative energy (zero: lowest compared OMol25 entry of this formula, charge and spin): 50.6 kcal/mol

=====

13.
ORCA calculation (ωB97M-V with the def2-TZVPD basis set) on C17H20AuN5O3S3 as an isolated structure in a non-equilibrium geometry.

```
49
Properties=species:S:1:pos:R:3
Au -0.11 0.03 -0.28
C 0.12 -1.19 3.96
C 0.03 -1.08 2.47
N -0.03 0.04 1.86
N 0.10 1.24 2.51
C 0.06 2.35 1.79
N 0.28 3.51 2.38
S -0.38 2.36 0.12
C 0.04 -2.25 1.58
C 0.28 -3.52 2.04
C 0.27 -4.59 1.14
C 0.01 -4.35 -0.19
C -0.18 -3.04 -0.60
N -0.16 -2.03 0.26
H -0.39 -0.36 4.45
H 1.17 -1.19 4.27
H -0.35 -2.11 4.30
H 0.54 1.24 3.42
H 0.59 3.57 3.33
H 0.34 4.34 1.82
H 0.50 -3.70 3.09
H 0.46 -5.59 1.50
H -0.04 -5.16 -0.91
H -0.33 -2.79 -1.64
O 3.05 2.02 1.11
S 3.18 0.59 1.02
O 2.92 -0.14 2.25
N 2.18 0.04 -0.16
C 2.81 -0.84 -1.00
O 2.22 -1.56 -1.81
C 4.29 -0.79 -0.80
C 5.26 -1.43 -1.56
C 6.59 -1.23 -1.21
C 6.94 -0.42 -0.13
C 5.97 0.22 0.63
C 4.66 0.01 0.26
H 4.98 -2.05 -2.40
H 7.37 -1.71 -1.79
H 7.99 -0.29 0.12
H 6.24 0.84 1.47
C -1.73 1.55 -2.81
S -0.90 -0.03 -2.53
C 0.56 0.21 -3.55
H -1.81 1.68 -3.88
H -1.17 2.36 -2.37
H -2.73 1.48 -2.37
H 1.04 1.16 -3.29
H 0.21 0.22 -4.58
H 1.23 -0.62 -3.36
```

## Properties
- Electronic energy: -67728.7586 eV
- Orbital gap: 5.352 eV
- Max |F|: 0.031 Eh/bohr
- HOMO: -0.5238 Eh
- Charge: +2
- Relative energy (zero: lowest compared OMol25 entry of this formula, charge and spin): 39.3 kcal/mol